Entry 1:
Below is the ion C15H30N3 with charge +1, with properties calculated with ωB97M-V with the def2-TZVPD basis set.

Results
Total charge ... +1
Relative energy (zero: lowest compared OMol25 entry of this formula, charge and spin) ... 0.0 kJ/mol
E_LUMO ... -3.48 eV
Frontier orbital gap ... 8.977 eV

Positions of all 48 atoms, in Å:
C -0.404 2.436 3.776
H -0.054 3.301 -0.400
C -0.801 -0.744 -0.896
C 0.443 -3.339 -3.587
H 0.315 3.741 2.210
H 1.026 2.144 2.165
H -2.214 -2.344 -0.683
N 3.904 -2.676 -2.980
C 2.924 -3.533 -3.294
C 3.319 -1.444 -2.858
H 3.838 -0.534 -2.606
H -2.564 0.132 -1.789
H -0.655 1.675 -2.173
C -1.334 -2.119 -1.292
H 0.570 -4.939 -2.171
H -1.321 1.281 1.513
H -0.137 -2.449 -3.825
H -1.772 2.960 1.282
H 0.493 -3.967 -4.477
C -0.862 3.695 4.534
C -0.328 2.273 -0.143
H -1.057 -4.540 -2.695
C -0.298 -3.246 -1.134
H 4.882 -2.901 -2.867
H 3.026 -4.592 -3.465
H -1.949 3.796 4.452
H -0.724 4.624 6.496
H -2.041 2.461 -1.446
H 0.057 -0.489 -1.530
H -1.039 2.891 6.547
C -1.243 1.739 -1.249
H 0.576 3.480 6.147
N 2.039 -1.528 -3.076
N 1.809 -2.838 -3.339
H 0.615 1.709 -0.131
H -0.418 -0.812 0.129
C -1.852 0.363 -0.990
H -0.598 -3.917 -0.327
H 0.394 1.956 4.350
C -0.491 3.673 6.014
C -0.920 2.269 1.262
H -2.433 0.379 -0.064
C 0.085 2.678 2.337
H -1.232 1.720 3.747
H -0.437 4.584 4.060
H -1.700 -2.077 -2.325
C -0.104 -4.101 -2.388
H 0.667 -2.827 -0.823

Entry 2:
Below is a structure of composition C15H30N3O21 in a non-equilibrium geometry, with properties calculated with ωB97M-V with the def2-TZVPD basis set.

Results
Total charge ... -3
Relative energy (zero: lowest compared OMol25 entry of this formula, charge and spin) ... 0.0 kJ/mol
E_LUMO ... 5.13 eV
Frontier orbital gap ... 5.453 eV

Positions of all 69 atoms, in Å:
H 1.567 0.971 0.766
O 2.330 -3.355 -1.363
N 0.636 1.356 0.695
O -1.578 1.886 -5.188
O 3.422 1.588 -5.533
N -0.793 -4.250 4.114
C 0.050 0.633 1.956
O -1.977 2.252 -3.087
O -3.442 -1.018 -0.015
C -3.157 -1.201 1.213
C 1.351 3.291 -3.530
O -3.908 -1.017 2.164
H -0.873 -4.123 1.995
H -4.246 -4.669 4.229
O -3.065 -0.076 4.930
O -2.015 -1.657 1.604
O 1.590 3.871 1.385
C 3.629 0.588 -0.929
O 0.807 -3.947 -0.028
H 0.747 -1.331 1.475
O 2.670 5.554 0.520
H 2.283 6.018 -0.227
C -3.327 -4.210 3.862
H 1.765 -1.580 -1.267
H 1.582 1.377 -7.399
C 2.218 1.865 -5.525
C 1.621 4.833 0.623
O -1.711 -1.857 5.225
H -3.246 -0.904 4.479
C -1.917 -0.616 5.438
H -3.347 -3.922 2.811
H -2.489 -1.515 2.427
H 0.627 3.875 -4.098
O 1.021 -1.802 -0.702
C -2.366 2.277 -4.295
O -3.628 2.669 -4.602
C -0.205 1.137 -0.539
H -0.319 0.055 -0.602
O -2.123 -6.190 4.616
C -2.099 -5.031 4.236
H -3.757 2.513 -5.540
H -0.204 -4.694 4.804
H 0.535 1.557 -4.336
H -0.112 -1.032 2.960
H -3.450 -3.354 4.527
H 2.330 3.766 -3.467
H 0.344 1.440 -1.431
H -0.976 -3.340 4.510
H 1.941 1.263 -3.517
N 1.474 1.887 -4.159
H 1.626 -0.531 2.953
O 4.830 0.998 -1.230
O 3.265 0.388 0.250
C -0.095 -4.154 2.758
O -1.141 0.074 6.195
H 0.672 -4.928 2.766
H 0.783 2.337 0.889
C 1.501 2.292 -6.813
O 0.620 5.294 0.025
H 4.590 1.079 -2.156
C 1.407 -3.061 -0.655
O 2.838 0.498 -1.879
H 2.027 3.156 -7.221
H 0.552 -3.278 2.712
O -0.838 1.251 2.536
H 0.456 2.553 -6.646
H 1.108 3.185 -2.473
C 0.728 -0.689 2.356
H -1.136 1.703 -0.552

Entry 3:
Below is the molecule C15H30O4 in a non-equilibrium geometry, with properties calculated with ωB97M-V with the def2-TZVPD basis set.

Results
Total charge ... 0
Relative energy (zero: lowest compared OMol25 entry of this formula, charge and spin) ... 498.3 kJ/mol
E_LUMO ... 0.89 eV
Frontier orbital gap ... 10.281 eV

Positions of all 49 atoms, in Å:
C 2.874 0.567 2.454
C 0.504 -3.754 -0.881
C -0.467 -3.061 0.178
H -2.288 2.167 0.912
H 0.743 -4.800 -0.473
H -6.436 -0.145 -0.762
C -1.541 1.342 0.611
O -4.484 -0.970 -0.447
C 2.870 2.881 0.353
O 1.779 -3.081 -1.056
H 1.726 0.479 2.401
C 1.588 2.921 -0.601
C 3.822 1.617 0.152
H 2.701 -0.379 0.396
H 4.381 -0.315 1.089
C 0.742 1.570 -0.652
H 4.934 1.859 0.314
H -1.528 -3.496 0.106
H -0.235 -1.041 1.077
O 1.046 -1.993 -3.014
C -2.390 -0.007 0.510
H -6.136 -0.859 0.949
C -0.552 -1.468 0.063
H 3.198 -0.212 3.221
H -3.867 0.964 -0.911
C -5.909 -0.973 -0.173
C 1.930 -2.555 -2.354
H 1.961 3.242 -1.640
H 1.019 1.026 -1.621
H 2.512 3.057 1.415
H 0.912 3.785 -0.252
O -1.847 -1.002 -0.378
H -2.512 -0.491 1.549
H -0.826 1.242 1.488
C -0.867 1.817 -0.759
C -3.903 0.278 0.012
H 3.752 1.332 -0.963
C 3.418 0.307 0.974
H 0.206 -1.122 -0.717
H -4.505 0.758 0.847
H -0.099 -3.326 1.227
H -0.048 -3.944 -1.869
H 0.884 0.880 0.235
H -1.083 2.909 -0.999
H -1.247 1.188 -1.633
H -6.328 -1.974 -0.529
H 2.976 -2.617 -2.810
H 3.122 1.592 2.878
H 3.500 3.806 0.080

Entry 4:
Below is a structure of composition C15H30O5 in a non-equilibrium geometry, with properties calculated with ωB97M-V with the def2-TZVPD basis set.

Results
Total charge ... 0
Relative energy (zero: lowest compared OMol25 entry of this formula, charge and spin) ... 630.6 kJ/mol
E_LUMO ... 0.63 eV
Frontier orbital gap ... 9.949 eV

Positions of all 50 atoms, in Å:
H 1.293 5.380 0.202
H 3.491 -4.132 3.468
C 0.079 -0.081 -5.818
H 1.300 -3.254 3.596
C 0.770 4.777 -0.463
H -3.952 1.153 3.924
O -1.760 -1.071 3.621
O 2.221 -0.598 -5.047
C 0.298 3.338 0.071
C -1.309 1.289 3.502
H -0.171 5.397 -0.611
H 2.485 1.401 -3.897
C 3.540 -4.004 2.248
C 1.236 0.168 -4.958
H -1.133 1.785 4.511
H 0.673 1.876 -3.610
H -0.338 0.977 -6.232
H -0.680 -0.417 -5.108
H 1.255 4.774 -1.409
H 0.273 -3.171 2.187
H -0.919 -2.682 -0.971
H 1.136 -1.790 2.597
C -2.013 -0.929 0.395
H -1.166 -0.947 1.209
C -1.217 -2.073 -1.839
O 2.106 -3.337 0.477
C -2.139 0.133 3.805
H -2.466 -2.192 0.417
H 1.618 2.085 -5.138
C 1.003 2.149 -0.383
H -2.718 -0.181 0.630
C -1.687 -0.713 -1.077
C -3.473 0.383 4.539
H 4.241 -3.361 2.007
C 1.148 -2.913 2.631
H -0.508 -1.711 -2.476
H -1.814 -2.348 -2.623
H -4.168 -0.428 4.273
H -3.369 0.383 5.571
O -0.694 3.349 0.873
H 2.005 2.411 -0.866
H -0.449 1.036 2.902
C 2.243 -3.391 1.707
H 3.850 -4.942 1.769
C 1.377 1.469 -4.271
H 0.996 1.593 0.254
H -1.848 2.042 2.912
H 0.489 -0.818 -6.503
O -1.745 0.318 -1.627
H 0.621 1.814 -1.348

Entry 5:
Below is a cluster of 5 separate species, C15H30O5 in total in a non-equilibrium geometry, with properties calculated with ωB97M-V with the def2-TZVPD basis set.

Results
Total charge ... 0
Relative energy (zero: lowest compared OMol25 entry of this formula, charge and spin) ... 34.9 kJ/mol
E_LUMO ... 0.49 eV
Frontier orbital gap ... 9.922 eV

Positions of all 50 atoms, in Å:
H -3.798 -3.464 -2.742
H 0.423 -0.949 3.368
H 2.906 4.945 -3.182
C 2.787 4.007 -3.742
C 0.540 -1.255 0.697
H 2.385 -0.403 6.405
H 2.279 1.738 -1.648
H 2.750 -0.698 3.884
C -3.829 -1.075 -1.333
C 3.622 -1.895 5.438
H -1.258 2.679 -1.861
H -1.050 -0.111 3.036
H -4.272 -4.538 -1.438
H -0.425 -1.753 0.773
C -4.398 -3.534 -1.834
H -2.299 1.427 -1.233
H -4.734 -0.474 -1.346
H 0.015 0.322 -2.962
C 3.242 -1.666 4.010
C 1.999 2.786 -1.658
C -2.104 2.040 -2.118
H -2.988 -0.629 -0.807
H 2.688 -2.446 3.490
C 1.684 3.233 -3.079
O -3.647 -2.774 0.290
C -0.998 0.043 -3.261
H 0.773 -1.016 -0.335
H 3.735 3.476 -3.636
C 0.032 -0.044 2.895
H -3.460 -1.047 -2.367
H -0.906 -0.487 -4.210
H -1.310 -0.713 -2.539
H -2.933 2.743 -2.219
C -3.967 -2.493 -0.839
H 2.770 3.463 -1.289
H 3.211 -1.490 7.479
H 4.161 -1.564 3.422
C -1.934 1.206 -3.353
O 0.662 2.961 -3.681
H -5.447 -3.355 -2.086
O 4.659 -2.365 5.701
C 2.692 -1.450 6.525
O -2.590 1.443 -4.339
H 0.350 0.848 3.431
H 1.300 -1.916 1.120
C 0.492 0.024 1.477
H 2.584 4.252 -4.778
H 1.763 -2.024 6.516
H 1.133 2.919 -1.012
O 0.712 1.073 0.969

Entry 6:
Below is a structure of composition C15H31BCrF4P2 in a non-equilibrium geometry, with properties calculated with ωB97M-V with the def2-TZVPD basis set.

Results
Total charge ... 0
Relative energy (zero: lowest compared OMol25 entry of this formula, charge and spin) ... 0.0 kJ/mol
E_LUMO (spin up / spin down) ... -0.36 / -1.12 eV
Frontier orbital gap (spin up / spin down) ... 8.247 / 7.516 eV
2S+1 ... 5

Positions of all 54 atoms, in Å:
F -0.917 0.652 4.883
F 1.091 0.375 6.106
H 1.691 -2.497 -3.885
Cr -0.035 -0.371 3.204
H 1.439 0.831 -4.232
H 0.851 3.700 -3.669
C 0.354 0.911 -4.046
H 2.111 -1.047 0.070
H -1.165 2.136 2.571
C 1.683 -2.049 -2.880
H -1.273 -2.509 2.001
C 0.525 -1.430 1.431
H 0.609 -0.278 -0.440
H -1.385 -0.390 -4.188
C 0.441 -1.989 4.508
C 1.205 3.187 -2.763
C -0.646 1.383 1.959
C -0.875 -1.553 1.617
C -1.525 2.440 -2.663
F -0.944 -0.362 7.038
H -1.573 2.950 -3.637
P 0.000 -1.405 -2.471
H -0.101 1.576 -4.802
H -2.829 -0.713 1.609
H 0.120 -1.096 -4.890
H -2.459 1.394 0.918
H 2.680 0.611 1.591
H -1.125 1.036 -0.165
H -2.220 -1.042 -0.004
H 1.186 3.875 -1.910
H 1.153 -2.280 1.760
C 0.757 1.382 2.074
H 1.310 -1.610 5.082
H 1.959 1.538 0.277
H 2.419 -1.238 -2.827
H -0.936 -3.606 -2.111
P 0.154 1.725 -2.363
H 0.685 -2.971 4.068
C 1.230 -0.507 0.451
H 1.191 2.142 2.739
C -1.510 0.835 0.854
C -1.036 -2.856 -2.904
H 2.235 2.839 -2.909
H -2.276 1.642 -2.625
C -0.291 -0.477 -4.074
H -2.083 -2.530 -2.951
F -0.481 1.906 6.849
H 1.956 -2.807 -2.136
C 1.722 0.814 1.078
B -0.282 0.631 6.333
H -0.394 -2.116 5.224
H -1.747 3.156 -1.862
H -0.729 -3.279 -3.871
C -1.917 -0.659 0.984

Entry 7:
Below is a structure of composition C15H31BF4P2Pt in a non-equilibrium geometry, with properties calculated with ωB97M-V with the def2-TZVPD basis set.

Results
Total charge ... +2
Relative energy (zero: lowest compared OMol25 entry of this formula, charge and spin) ... 189.9 kJ/mol
E_LUMO (spin up / spin down) ... -5.55 / -8.85 eV
Frontier orbital gap (spin up / spin down) ... 6.571 / 6.517 eV
2S+1 ... 5

Positions of all 54 atoms, in Å:
H 0.689 -4.105 -2.948
H -1.680 2.625 -1.665
C -2.440 2.539 2.434
H 0.023 3.624 0.729
C 2.701 0.332 2.179
H 0.118 -3.188 1.177
H -3.228 3.256 -0.972
H -2.710 -0.998 0.675
F -4.088 -4.084 -0.328
C 0.486 2.620 0.607
H 2.407 -0.359 2.981
Pt -0.540 0.756 0.633
H 2.602 2.537 2.263
H 2.480 -1.422 0.925
C 1.000 -1.476 -1.573
H 1.358 -4.101 0.223
C -2.136 3.291 -0.925
H -1.148 -4.094 -2.944
C -0.232 -3.503 -2.796
H -3.317 0.665 0.425
C 2.354 -0.323 0.895
H -1.743 4.294 -0.964
C -2.460 -0.032 0.163
H 0.507 0.595 -1.589
H 3.052 1.944 -1.595
F -3.765 -3.197 -2.472
C 2.465 0.297 -0.443
P -0.054 -2.830 -1.166
H 1.388 3.324 -1.228
C 0.998 -0.123 -0.868
F -1.533 -2.337 -0.778
C 1.704 2.857 -0.273
P -1.846 2.604 0.702
H -1.979 1.680 2.979
H -3.509 2.300 2.269
H -0.152 1.839 2.622
H -0.227 -2.657 -3.520
C 1.978 1.644 2.464
C 2.748 1.766 -0.561
H 3.658 1.945 0.003
C 0.296 -3.781 0.253
H 1.999 -1.888 -1.624
H 0.756 -1.246 -2.655
H 0.738 -0.352 0.376
H -0.365 -4.673 0.280
H 3.772 0.522 2.326
H -2.275 3.500 2.941
B -3.510 -4.123 -1.541
H 1.731 1.675 3.532
H 3.225 -0.248 -1.028
H 2.231 3.640 0.284
H -2.581 -0.247 -0.924
F -2.567 -5.064 -1.791
C 0.620 1.781 1.831

Entry 8:
Below is a structure of composition C15H31BNO4RuSSe2Si, with properties calculated with ωB97M-V with the def2-TZVPD basis set.

Results
Total charge ... -2
Relative energy (zero: lowest compared OMol25 entry of this formula, charge and spin) ... 68.2 kJ/mol
E_LUMO (spin up / spin down) ... 4.57 / 4.57 eV
Frontier orbital gap (spin up / spin down) ... 5.725 / 5.712 eV
2S+1 ... 2

Positions of all 57 atoms, in Å:
C 2.757 -0.526 2.055
C -4.414 3.127 0.289
N -0.997 -2.573 1.077
H 1.972 0.637 3.663
H -2.804 0.645 1.564
B 1.038 -0.772 0.511
H 1.943 1.478 2.115
H 5.033 0.918 1.051
C -3.300 2.109 0.037
S -0.903 -4.735 2.874
C 3.532 -1.460 2.975
H -2.367 -0.935 -3.258
H -1.971 2.829 1.578
H -2.229 -2.596 -2.707
Ru -0.925 -0.761 0.097
C 4.142 -1.602 0.172
H -4.499 0.977 1.448
H 3.573 -2.518 0.324
H 4.554 -1.104 3.137
H 3.563 -2.470 2.570
C -0.957 -3.462 1.827
O -4.402 3.574 1.657
C 0.887 -2.860 -2.175
H -5.298 3.829 1.882
H 1.499 0.496 -2.449
C 3.340 -0.383 0.621
H 3.481 1.310 3.007
O 2.171 -0.294 -0.193
H 4.523 0.879 -0.647
H 1.806 -2.772 -1.598
C 0.696 0.052 -3.035
C -1.962 2.686 0.499
H -1.312 -2.070 -4.140
H -1.783 3.660 0.033
Se -3.827 -0.859 -0.196
H 1.153 -3.053 -3.221
H -4.655 0.671 -1.765
H 0.331 -3.721 -1.795
H 3.558 1.767 0.532
C 2.539 0.819 2.749
O 1.473 -1.086 1.819
H 1.114 -0.362 -3.961
C -3.604 0.820 0.843
H -4.283 3.990 -0.376
H 3.021 -1.506 3.937
C 4.166 0.877 0.385
H 4.349 -1.508 -0.896
H -5.371 2.658 0.053
H -0.010 0.844 -3.297
H 5.088 -1.681 0.712
H -2.913 2.852 -1.947
C -3.249 1.916 -1.488
H -2.524 1.138 -1.725
C -1.668 -1.768 -3.147
Si -0.192 -1.301 -2.052
Se -0.369 1.587 0.028
O -4.516 1.597 -2.054